17
Properties=species:S:1:pos:R:3:mulliken_charge:R:1 method="wB97M-V/def2-TZVPD" de_lowest_kcal_mol=10.71 total_charge=0 largest_force_ev_per_a=1.38 gap_ev=9.2 homo_ev=-8.67 smiles=NC[C@H](N)CSS total_energy_ev=-27923.4804
S 3.40 -0.61 1.43 -0.21
S 1.61 -1.64 1.24 -0.07
C 0.83 -0.94 -0.27 -1.16
C -0.31 -0.03 0.16 0.65
C -1.32 0.13 -0.98 -0.76
N -2.31 1.16 -0.67 -0.65
N 0.27 1.27 0.49 -0.75
H 4.20 -1.65 1.49 0.15
H 0.57 -1.68 -1.01 0.40
H 1.70 -0.37 -0.61 0.46
H -0.80 -0.37 1.09 0.28
H -1.73 -0.89 -1.10 0.31
H -0.70 0.35 -1.86 0.42
H -2.86 0.80 0.10 0.23
H -3.01 1.10 -1.40 0.26
H -0.41 2.01 0.61 0.25
H 0.86 1.35 1.30 0.18